Run one
Entry from the Open Molecules 2025 dataset: a molecular structure, C41H65N6O2OsP2 (the ωB97M-V functional and the def2-TZVPD basis).

```
117
Properties=species:S:1:pos:R:3:lowdin_charge:R:1
Os 0.175 0.579 0.165 1.351
C 3.565 -1.875 3.509 -0.096
C 2.374 -0.943 3.225 -0.489
C 2.634 0.415 3.881 -0.094
P 1.862 -0.916 1.410 1.068
C 3.323 -1.263 0.299 -0.520
C 4.707 -0.939 0.873 -0.086
C 3.267 -2.667 -0.301 -0.082
C 0.745 -2.376 1.425 -0.311
C 0.938 -3.480 2.242 -0.024
C -0.014 -4.497 2.364 -0.230
C 0.254 -5.728 3.183 -0.011
C -1.243 -4.320 1.711 -0.001
C -1.448 -3.248 0.871 -0.009
C -0.425 -2.311 0.650 -0.310
N -0.540 -1.299 -0.312 -0.088
C -1.131 -1.570 -1.519 -0.288
C -1.333 -2.896 -1.985 0.006
C -2.055 -3.138 -3.129 0.018
C -2.593 -2.086 -3.884 -0.199
C -3.449 -2.335 -5.087 -0.006
C -2.260 -0.775 -3.499 -0.033
C -1.512 -0.500 -2.376 -0.285
P -1.026 1.188 -1.895 1.035
C -2.646 2.080 -1.721 -0.497
C -3.242 2.656 -3.009 -0.071
C -3.668 1.149 -1.043 -0.102
C 0.003 1.906 -3.286 -0.483
C -0.437 1.460 -4.685 -0.079
C 0.190 3.429 -3.236 -0.079
H 3.475 -2.215 4.542 0.108
H 4.508 -1.342 3.426 0.080
H 3.618 -2.757 2.871 0.066
H 1.493 -1.378 3.696 0.080
H 3.254 1.068 3.259 0.079
H 3.177 0.256 4.814 0.102
H 1.711 0.922 4.143 0.068
H 3.143 -0.554 -0.500 0.042
H 5.103 -1.749 1.480 0.074
H 4.724 -0.018 1.460 0.079
H 5.394 -0.803 0.036 0.095
H 3.440 -3.439 0.451 0.088
H 4.053 -2.758 -1.055 0.098
H 2.307 -2.877 -0.782 0.066
H 1.845 -3.568 2.826 0.103
H 1.224 -5.689 3.676 0.090
H 0.234 -6.610 2.538 0.104
H -0.520 -5.880 3.939 0.098
H -2.041 -5.038 1.868 0.139
H -2.411 -3.104 0.394 0.135
H -0.899 -3.729 -1.449 0.128
H -2.206 -4.161 -3.456 0.138
H -3.728 -3.382 -5.174 0.094
H -2.922 -2.046 -6.002 0.107
H -4.359 -1.733 -5.045 0.103
H -2.602 0.039 -4.127 0.108
H -2.422 2.914 -1.053 0.080
H -3.549 1.874 -3.705 0.077
H -2.585 3.345 -3.531 0.064
H -4.142 3.212 -2.739 0.106
H -4.153 0.514 -1.786 0.089
H -4.447 1.742 -0.559 0.101
H -3.225 0.492 -0.291 0.051
H 0.979 1.468 -3.097 0.065
H -1.399 1.883 -4.981 0.084
H -0.479 0.377 -4.784 0.066
H 0.307 1.822 -5.397 0.099
H -0.736 3.995 -3.152 0.076
H 0.668 3.738 -4.167 0.102
H 0.860 3.737 -2.437 0.054
C 2.767 -2.092 -4.756 -0.002
N 2.750 -1.065 -3.710 -0.141
C 3.804 -0.047 -3.744 0.009
C 1.799 -1.024 -2.798 -0.312
O 1.711 -0.142 -1.915 -0.175
H 2.801 -1.619 -5.736 0.106
H 1.871 -2.707 -4.692 0.093
H 3.643 -2.730 -4.649 0.105
H 4.699 -0.483 -4.179 0.106
H 4.022 0.296 -2.737 0.086
H 3.500 0.806 -4.352 0.104
H 1.077 -1.846 -2.867 0.138
N -1.359 -2.363 5.098 0.193
C -1.921 -1.135 5.320 -0.489
O -2.149 -0.677 6.413 0.127
C -2.199 -0.299 4.095 -0.088
C -3.319 0.522 4.064 0.058
C -3.479 1.392 2.999 0.009
C -2.502 1.436 2.022 -0.146
N -1.421 0.642 2.034 -0.027
C -1.289 -0.215 3.059 -0.076
H -1.256 -2.951 5.912 0.128
H -1.461 -2.820 4.208 0.083
H -4.033 0.487 4.881 0.149
H -4.334 2.054 2.937 0.132
H -2.566 2.157 1.216 0.086
H -0.402 -0.831 3.076 0.078
C 2.088 2.779 0.126 -0.140
C 2.608 4.225 0.395 -0.116
N 1.688 4.911 1.290 -0.143
C 0.393 5.095 0.649 -0.107
C -0.180 3.712 0.209 -0.151
N 0.714 2.627 0.721 -0.308
C 0.799 2.806 2.205 -0.147
C 1.521 4.146 2.522 -0.110
H 2.737 2.029 0.582 0.102
H 2.028 2.571 -0.945 0.099
H 2.681 4.788 -0.536 0.129
H 3.598 4.193 0.845 0.131
H 0.505 5.748 -0.216 0.132
H -0.281 5.583 1.351 0.134
H -0.238 3.636 -0.865 0.054
H -1.177 3.550 0.622 0.096
H 1.330 1.965 2.608 0.047
H -0.214 2.801 2.601 0.111
H 2.502 3.965 2.960 0.130
H 0.940 4.727 3.233 0.133
```

Gap between HOMO and LUMO (spin up / spin down)   0.29310 / 0.18643 Eh
HOMO level (spin up / spin down)   -15.6 / -15.7 eV
Spin multiplicity   5
Net charge   +3
LUMO (spin up / spin down)   -7.66 / -10.61 eV
<S²>   6.049

***

Run two
Entry from the Open Molecules 2025 dataset: a molecular structure, C41H65N6O2OsP2 (the ωB97M-V functional and the def2-TZVPD basis).

```
117
Properties=species:S:1:pos:R:3:lowdin_charge:R:1
Os -0.546 0.611 -0.186 1.164
C -1.008 -1.187 4.529 -0.084
C -1.239 -0.810 3.064 -0.522
C -2.730 -0.543 2.839 -0.107
P -0.220 0.502 2.229 1.005
C -0.106 2.082 3.192 -0.504
C -0.672 2.047 4.610 -0.085
C 1.324 2.625 3.188 -0.085
C 1.453 -0.227 2.142 -0.294
C 2.161 -0.720 3.236 -0.040
C 3.404 -1.331 3.103 -0.247
C 4.181 -1.798 4.300 -0.019
C 3.910 -1.494 1.809 -0.016
C 3.254 -0.975 0.711 -0.033
C 2.053 -0.269 0.873 -0.301
N 1.426 0.405 -0.196 -0.155
C 2.199 0.876 -1.281 -0.317
C 3.541 1.242 -1.147 -0.020
C 4.286 1.575 -2.263 0.009
C 3.735 1.551 -3.545 -0.232
C 4.561 1.857 -4.759 -0.020
C 2.373 1.282 -3.652 -0.039
C 1.589 0.991 -2.542 -0.294
P -0.218 0.853 -2.582 0.987
C -0.695 -0.477 -3.790 -0.519
C -1.122 -0.039 -5.189 -0.086
C 0.421 -1.521 -3.882 -0.103
C -0.787 2.536 -3.143 -0.500
C -0.287 3.091 -4.477 -0.072
C -2.309 2.677 -3.037 -0.092
H -1.550 -2.113 4.731 0.090
H -1.402 -0.439 5.210 0.073
H 0.033 -1.369 4.781 0.059
H -0.946 -1.665 2.444 0.062
H -3.067 0.319 3.418 0.083
H -3.312 -1.401 3.182 0.092
H -2.960 -0.363 1.791 0.029
H -0.716 2.770 2.602 0.077
H -0.072 1.424 5.273 0.085
H -1.705 1.705 4.647 0.067
H -0.651 3.061 5.012 0.097
H 1.998 1.987 3.760 0.080
H 1.327 3.611 3.654 0.099
H 1.732 2.727 2.181 0.062
H 1.754 -0.608 4.232 0.106
H 3.704 -1.497 5.230 0.087
H 5.191 -1.388 4.285 0.099
H 4.279 -2.886 4.304 0.094
H 4.850 -2.015 1.668 0.134
H 3.676 -1.104 -0.276 0.124
H 3.999 1.279 -0.168 0.127
H 5.326 1.851 -2.139 0.133
H 5.619 1.687 -4.573 0.090
H 4.440 2.903 -5.049 0.100
H 4.256 1.247 -5.608 0.091
H 1.919 1.311 -4.636 0.115
H -1.551 -0.958 -3.303 0.077
H -0.293 0.411 -5.735 0.083
H -1.954 0.662 -5.188 0.065
H -1.435 -0.920 -5.750 0.096
H 1.267 -1.141 -4.453 0.082
H 0.048 -2.408 -4.396 0.094
H 0.798 -1.818 -2.901 0.049
H -0.347 3.158 -2.362 0.075
H -0.717 2.584 -5.337 0.072
H 0.796 3.077 -4.561 0.065
H -0.594 4.137 -4.535 0.099
H -2.833 2.053 -3.764 0.076
H -2.590 3.710 -3.244 0.100
H -2.676 2.437 -2.039 0.038
C -5.621 -0.296 -1.967 0.012
N -4.736 0.230 -0.924 -0.132
C -5.384 0.746 0.281 0.017
C -3.441 0.224 -1.078 -0.283
O -2.630 0.675 -0.217 -0.296
H -6.142 -1.177 -1.596 0.110
H -5.041 -0.556 -2.849 0.098
H -6.353 0.465 -2.231 0.111
H -6.113 1.502 -0.009 0.111
H -4.639 1.177 0.941 0.078
H -5.902 -0.066 0.789 0.114
H -3.082 -0.173 -2.029 0.123
N -4.095 5.108 0.697 0.185
C -2.963 5.790 0.382 -0.488
O -2.943 6.980 0.182 0.111
C -1.682 4.996 0.236 -0.082
C -0.519 5.722 -0.003 0.052
C 0.675 5.047 -0.178 0.008
C 0.667 3.664 -0.143 -0.137
N -0.443 2.953 0.085 -0.066
C -1.590 3.617 0.287 -0.107
H -4.922 5.661 0.861 0.128
H -4.082 4.170 1.051 0.080
H -0.585 6.802 -0.041 0.141
H 1.600 5.578 -0.353 0.128
H 1.576 3.102 -0.317 0.102
H -2.451 2.990 0.489 0.097
C -1.276 -4.085 1.032 -0.077
C -1.053 -5.662 0.697 -0.049
N 0.311 -5.785 0.304 -0.097
C 1.211 -5.427 1.351 -0.043
C 1.016 -3.826 1.574 -0.072
N -0.056 -3.399 0.725 -0.133
C 0.297 -3.541 -0.652 -0.092
C 0.590 -5.120 -0.924 -0.047
H -1.521 -3.975 2.087 0.129
H -2.094 -3.705 0.424 0.132
H -1.715 -5.968 -0.110 0.140
H -1.255 -6.253 1.587 0.142
H 2.242 -5.632 1.072 0.143
H 0.959 -5.961 2.263 0.141
H 1.935 -3.308 1.307 0.110
H 0.786 -3.639 2.621 0.134
H 1.199 -2.971 -0.868 0.117
H -0.515 -3.204 -1.295 0.120
H 1.630 -5.259 -1.210 0.141
H -0.064 -5.482 -1.714 0.140
```

Gap between HOMO and LUMO (spin up / spin down)   0.29416 / 0.18868 Eh
HOMO level (spin up / spin down)   -14.7 / -15.2 eV
Spin multiplicity   5
Net charge   +3
LUMO (spin up / spin down)   -6.70 / -10.02 eV
<S²>   6.035

***

Most stable of them? run two.